ORCA calculation (ωB97M-V with the def2-TZVPD basis set) on C15H11N2PdS5 as an isolated structure.

Atoms and positions in Å:
Pd1 -0.381 -1.208 1.213
S1 -3.495 -7.561 -0.536
C1 -2.789 -6.129 -0.135
S2 -1.599 -5.329 -1.107
C2 -1.340 -3.928 -0.076
C3 -2.071 -3.889 1.056
S3 -2.039 -2.641 2.241
S4 -3.157 -5.247 1.308
S5 -0.210 -2.731 -0.576
C4 1.911 0.167 -0.772
N1 1.120 0.241 0.445
C5 1.205 1.267 1.217
C6 0.413 1.358 2.383
C7 0.312 2.351 3.368
C8 -0.627 1.888 4.286
C9 -1.053 0.634 3.822
N2 -0.424 0.318 2.691
C10 1.407 1.104 -1.849
C11 0.053 1.128 -2.173
C12 -0.417 1.984 -3.156
C13 0.461 2.825 -3.828
C14 1.809 2.810 -3.509
C15 2.277 1.952 -2.522
H1 1.843 -0.859 -1.137
H2 2.963 0.389 -0.566
H3 1.891 2.088 0.989
H4 0.845 3.290 3.400
H5 -0.970 2.385 5.179
H6 -1.766 -0.039 4.275
H7 -0.624 0.468 -1.642
H8 -1.471 2.003 -3.402
H9 0.094 3.498 -4.594
H10 2.497 3.471 -4.022
H11 3.332 1.943 -2.269

Properties
- gap between HOMO and LUMO (Ha) = 0.240
- net charge = -1

=====

ORCA calculation (ωB97M-V with the def2-TZVPD basis set) on C15H11N7O4W as an isolated structure.

Atoms and positions in Å:
W1 -0.495 -0.098 0.163
N1 -3.609 -1.605 0.381
C1 -2.689 -2.312 -0.236
N2 -2.983 -3.493 -0.672
C2 -2.088 -4.229 -1.335
N3 -2.383 -5.410 -1.768
N4 -0.806 -3.750 -1.588
C3 -0.497 -2.606 -1.160
N5 -1.357 -1.741 -0.418
C4 0.861 -2.073 -1.410
C5 1.767 -2.762 -2.178
C6 3.047 -2.238 -2.369
C7 3.370 -1.032 -1.754
C8 2.420 -0.387 -0.999
N6 1.155 -0.856 -0.811
H1 -4.523 -2.028 0.495
H2 -3.490 -0.679 0.739
H3 -3.304 -5.805 -1.603
H4 -1.709 -5.973 -2.273
H5 1.476 -3.704 -2.622
H6 3.775 -2.767 -2.973
H7 4.356 -0.599 -1.860
H8 2.677 0.534 -0.506
O1 0.854 5.785 2.675
C9 1.636 6.710 2.813
O2 2.296 7.600 2.988
C10 0.731 4.518 2.055
C11 1.731 3.947 1.299
C12 1.479 2.697 0.746
N7 0.330 2.020 0.907
C13 -0.624 2.640 1.654
C14 -0.477 3.874 2.245
C15 -1.928 1.892 1.804
O3 -2.882 2.245 2.377
O4 -1.772 0.704 1.108
H9 2.690 4.420 1.117
H10 2.254 2.256 0.141
H11 -1.289 4.303 2.825

Properties
- gap between HOMO and LUMO (alpha / beta) (Ha) = 0.245 / 0.247
- net charge = +4

=====

ORCA calculation (ωB97M-V with the def2-TZVPD basis set) on C15H12Br2N6O2Y as an isolated structure.

Atoms and positions in Å:
Y1 -0.821 0.346 0.474
N1 -0.768 -0.202 2.877
C1 -0.761 -1.673 3.227
C2 -2.072 -2.293 2.721
C3 -2.172 -2.490 1.204
O1 -2.627 -3.490 0.729
O2 -1.707 -1.484 0.499
H1 -0.093 0.327 3.344
H2 -1.649 0.218 3.202
H3 -0.584 -1.838 4.251
H4 0.216 -1.939 2.736
H5 -2.893 -1.646 3.017
H6 -2.248 -3.279 3.119
Br1 1.457 -1.067 -5.952
C4 0.883 -0.395 -4.336
C5 -0.432 -0.319 -4.027
C6 -0.770 0.049 -2.723
N2 0.110 0.368 -1.783
C7 1.396 0.306 -2.129
C8 1.855 -0.041 -3.407
C9 2.321 0.490 -0.947
C10 3.689 0.352 -1.067
C11 4.471 0.519 0.091
Br2 6.323 0.275 -0.087
C12 3.958 0.939 1.305
C13 2.559 1.148 1.269
N3 1.752 0.881 0.234
H7 -1.252 -0.493 -4.793
H8 -1.822 0.200 -2.463
H9 2.888 -0.063 -3.662
H10 4.183 0.116 -2.004
H11 4.637 1.234 2.092
H12 2.097 1.634 2.094
N4 -6.492 3.635 -0.288
C14 -5.549 3.091 0.088
N5 -4.540 2.349 0.582
C15 -3.359 2.248 0.352
N6 -2.181 1.984 0.163

Properties
- gap between HOMO and LUMO (Ha) = 0.289
- net charge = +1
- energy above the lowest of the compared OMol25 structures with the same formula, charge and spin (kcal/mol) = 16.5

=====

ORCA calculation (ωB97M-V with the def2-TZVPD basis set) on one molecule with the formula C15H12BrN3O.

Atoms and positions in Å:
O1 1.908 -0.628 2.103
Br1 -1.838 -4.336 -2.144
N1 -1.947 0.872 0.978
C1 0.757 -0.358 1.752
C2 -1.075 1.002 2.042
C3 2.897 1.774 -2.352
C4 3.563 0.865 -1.627
C5 1.509 2.016 -2.376
C6 -3.030 -2.248 -0.635
C7 -3.090 -1.013 0.135
C8 2.833 0.059 -0.749
C9 0.780 1.162 -1.448
C10 -0.561 -2.127 -0.698
C11 -1.813 -2.709 -1.126
C12 -1.875 -0.379 0.338
C13 1.421 0.225 -0.630
C14 -0.681 -0.960 -0.033
N2 -1.147 2.241 2.571
N3 0.557 -0.355 0.373
C15 -0.318 -0.005 2.723
H1 3.410 2.364 -3.061
H2 4.667 0.769 -1.837
H3 1.215 2.574 -3.271
H4 -3.865 -2.851 -0.901
H5 -4.025 -0.608 0.432
H6 3.279 -0.770 -0.062
H7 -0.261 1.153 -1.557
H8 0.416 -2.596 -1.162
H9 -0.985 2.346 3.542
H10 -1.823 2.824 2.054
H11 0.156 0.478 3.595
H12 -1.033 -0.777 3.033

Properties
- gap between HOMO and LUMO (Ha) = 0.322
- structure (SMILES) = NC1=Nc2ccc(Br)cc2N(c2ccccc2)C(=O)C1
- energy above the lowest of the compared OMol25 structures with the same formula, charge and spin (kcal/mol) = 0.0

=====

ORCA calculation (ωB97M-V with the def2-TZVPD basis set) on one molecule with the formula C15H12ClN3O5.

Atoms and positions in Å:
C1 -6.023 -1.121 0.714
H1 -6.908 -0.674 0.637
O1 -5.012 0.023 0.367
C2 -3.774 -0.396 0.307
C3 -3.244 -1.796 0.327
C4 -1.944 -1.863 0.447
C5 -1.164 -0.821 0.336
C6 -1.640 0.608 -0.104
C7 -3.058 0.777 0.006
O2 -3.523 1.934 -0.052
H2 -4.579 2.081 0.068
C8 -0.887 1.835 -0.326
N1 0.505 1.439 -0.421
N2 1.256 2.795 -0.514
C9 2.584 2.636 -0.744
O3 3.194 3.606 -0.691
C10 3.193 1.110 -0.382
C11 2.753 0.195 -1.221
C12 3.430 -0.909 -1.229
C13 4.211 -1.205 -0.029
C14 4.580 -0.253 0.639
C15 3.964 1.112 0.735
Cl1 4.525 2.377 1.730
H3 5.275 -0.411 1.686
N3 4.800 -2.406 -0.231
O4 5.697 -2.719 0.884
O5 4.432 -3.623 -0.752
H4 3.086 -1.660 -1.859
H5 1.998 0.415 -1.975
H6 0.832 3.588 -0.586
H7 -1.277 2.813 -0.384
H8 -0.035 -0.823 -0.022
H9 -1.434 -2.721 0.532
H10 -3.913 -2.609 0.636
H11 -5.917 -1.666 1.599
H12 -5.987 -1.667 -0.129

Properties
- gap between HOMO and LUMO (Ha) = 0.229
- structure (SMILES) = COc1cccc(/C=N/NC(=O)c2ccc([N+](=O)[O-])cc2Cl)c1O

=====

ORCA calculation (ωB97M-V with the def2-TZVPD basis set) on C15H12N3O8S2Tl as an isolated structure.

Atoms and positions in Å:
Tl1 -0.918 -0.113 -2.165
O1 -2.770 -6.160 -0.344
C1 -2.430 -5.056 -0.734
C2 -3.162 -3.768 -0.510
O2 -4.133 -3.603 0.237
C3 -2.426 -2.730 -1.227
C4 -1.158 -3.261 -1.656
O3 -0.220 -2.556 -2.103
C5 -1.132 -4.713 -1.411
O4 -0.216 -5.492 -1.635
O5 -2.759 -1.511 -1.325
C6 -0.784 -3.856 1.872
N1 -0.368 -2.593 1.301
C7 -1.083 -1.460 1.314
S1 -0.342 0.003 0.873
N2 -2.350 -1.568 1.760
C8 -3.313 -0.478 1.657
H1 -0.011 -4.593 1.670
H2 -1.707 -4.236 1.429
H3 -0.927 -3.760 2.952
H4 0.516 -2.532 0.825
H5 -2.769 -2.486 1.651
H6 -2.773 0.465 1.657
H7 -3.983 -0.517 2.517
H8 -3.877 -0.574 0.730
O6 3.435 5.464 -3.592
S2 2.375 6.159 -2.852
O7 3.050 6.247 -1.231
N3 1.098 5.249 -2.638
C9 1.133 4.131 -1.864
O8 0.274 3.257 -1.909
C10 2.230 4.015 -0.842
C11 2.335 2.845 -0.097
C12 3.281 2.708 0.903
C13 4.142 3.769 1.173
C14 4.056 4.941 0.445
C15 3.103 5.072 -0.567
H9 1.636 2.049 -0.322
H10 3.341 1.789 1.472
H11 4.887 3.679 1.955
H12 4.721 5.775 0.633

Properties
- gap between HOMO and LUMO (Ha) = 0.245
- net charge = -2

=====

ORCA calculation (ωB97M-V with the def2-TZVPD basis set) on C15H13Br4NO3Pt as an isolated structure.

Atoms and positions in Å:
Pt1 -0.571 -0.536 -0.443
Br1 0.924 1.187 6.664
C1 0.025 0.935 5.002
C2 -1.335 1.144 4.910
Br2 -2.328 1.733 6.426
C3 -1.973 0.924 3.673
Br3 -3.848 1.267 3.484
C4 -1.316 0.508 2.503
O1 -1.918 0.328 1.394
C5 0.147 0.344 2.589
O2 0.818 0.066 1.546
C6 0.733 0.534 3.852
Br4 2.624 0.268 3.936
O3 2.830 -0.426 -1.487
C7 2.753 0.974 -1.365
C8 2.229 1.611 -2.658
C9 0.763 1.274 -3.002
C10 -0.244 2.052 -2.195
C11 -0.689 3.280 -2.659
C12 -1.628 4.013 -1.946
C13 -2.098 3.462 -0.761
C14 -1.609 2.243 -0.346
N1 -0.708 1.523 -1.040
H1 2.054 -0.804 -1.009
H2 3.769 1.341 -1.182
H3 2.131 1.265 -0.514
H4 2.867 1.258 -3.474
H5 2.343 2.700 -2.592
H6 0.596 0.203 -2.848
H7 0.596 1.502 -4.059
H8 -0.284 3.669 -3.586
H9 -1.971 4.978 -2.296
H10 -2.842 3.974 -0.165
H11 -1.953 1.780 0.575
C15 -0.696 -2.469 -0.394
H12 -0.080 -3.163 -0.977
H13 -1.494 -3.007 0.127

Properties
- multiplicity = 3
- gap between HOMO and LUMO (alpha / beta) (Ha) = 0.153 / 0.181
- net charge = -2
- energy above the lowest of the compared OMol25 structures with the same formula, charge and spin (kcal/mol) = 20.1